Record 1
ORCA calculation (ωB97M-V/def2-TZVPD) on a structure of composition C4H4NaO2Rb.

```
! wB97M-V def2-TZVPD RIJCOSX def2/J DEFGRID3
* xyz 1 2
H 0.63855 -0.76513 1.68404
C -1.54519 -0.27579 0.45806
C -0.10256 -0.50981 0.29216
C 0.53168 0.44911 -0.51906
C 1.67203 1.09281 -0.82810
O 2.59816 1.51802 -0.03980
O -2.41226 -1.13719 0.33530
Rb -4.62806 -4.25477 -0.95809
Na 3.23790 3.32212 0.83799
H -1.86009 0.78114 0.57127
H 0.11373 -1.56898 0.07415
H 1.75612 1.34846 -1.90793
*
```

HOMO level (spin up / spin down)   -8.946 / -9.078 eV
LUMO (spin up / spin down)   -3.8 / -3.8 eV
Kohn-Sham gap (spin up / spin down)   5.17 / 5.30 eV
Expectation value of S²   0.784

Löwdin atomic charge list, values in e, 2 entries: number 1, H, carries 0.21; number 2, C, carries -0.30

***

Record 2
ORCA calculation (ωB97M-V/def2-TZVPD) on a structure of composition C29H37N3ORh.

```
! wB97M-V def2-TZVPD RIJCOSX def2/J DEFGRID3
* xyz -1 5
Rh -0.89686 0.47944 0.48439
N -0.23349 2.53255 1.88957
N 1.71987 2.09262 -0.34899
C -2.03125 -0.65807 -0.77345
C -2.05791 0.71646 -1.16700
C -2.58298 1.47853 -0.06730
C -2.75646 2.96051 -0.00451
H -2.49925 3.42250 -0.96009
H -2.09004 3.36214 0.76593
H -3.78625 3.23716 0.25289
C -2.90796 0.56570 0.98499
C -3.60412 0.86350 2.28449
H -4.47687 1.51505 2.13008
H -2.93402 1.35022 2.99853
H -3.93512 -0.07160 2.76226
C -2.52259 -0.74442 0.56802
C -2.70806 -1.99354 1.37529
H -2.54971 -1.78741 2.44144
H -1.99128 -2.76046 1.06252
H -3.71970 -2.41310 1.26530
C -1.69835 1.29465 -2.49882
H -2.56653 1.76795 -2.97139
H -1.34907 0.51272 -3.17468
H -0.92212 2.06616 -2.40934
C -1.67544 -1.86981 -1.57179
H -0.73156 -2.30674 -1.22061
H -1.55926 -1.63115 -2.62924
H -2.45112 -2.63806 -1.46378
C -0.68988 2.73370 3.14010
H -1.74736 2.50103 3.34404
C 0.12418 3.22103 4.16345
H -0.25056 3.21238 5.18059
C 1.40927 3.68825 3.85194
H 2.08896 4.04758 4.61481
C 1.78700 3.73878 2.52485
H 2.75603 4.11934 2.18457
C 0.89452 3.22968 1.53676
C 1.28836 3.26978 0.17641
H 1.31317 4.15214 -0.48131
C 1.08102 0.85215 -0.26840
C 2.97825 1.94323 -0.97565
H 3.63203 2.77953 -1.12722
C 3.11601 0.64385 -1.24777
H 3.93742 0.12673 -1.71986
N 1.92029 0.00302 -0.90122
C 1.63810 -1.28451 -1.47523
C 1.42752 -1.35165 -2.85706
C 1.28638 -2.61453 -3.44824
H 1.02269 -2.64752 -4.50542
C 1.50550 -3.79747 -2.72480
C 1.36294 -5.14997 -3.36627
H 0.48592 -5.70735 -3.00717
H 2.23654 -5.77183 -3.14719
H 1.28779 -5.06857 -4.45281
C 1.80793 -3.68298 -1.36340
H 1.98214 -4.57780 -0.75615
C 1.94486 -2.43462 -0.74436
C 2.50745 -2.29861 0.63469
H 3.49719 -1.81092 0.63942
H 2.59615 -3.28648 1.10115
H 1.84571 -1.69119 1.26722
C 1.38677 -0.11089 -3.69758
H 2.35670 0.41399 -3.74238
H 0.63404 0.61308 -3.34699
H 1.10347 -0.39349 -4.72221
C 0.46478 -0.24773 3.55864
O 0.15297 -0.75743 2.24609
H 0.88281 -1.05576 4.17948
H 1.21282 0.53020 3.40299
H -0.43708 0.17815 4.02038
H -0.31328 -1.59982 2.30638
*
```

HOMO level (spin up / spin down)   -0.260 / -3.625 eV
LUMO (spin up / spin down)   2.6 / 2.6 eV
Kohn-Sham gap (spin up / spin down)   2.87 / 6.22 eV
Expectation value of S²   6.027

Löwdin atomic charge list, values in e, 2 entries: number 1, Rh, carries 0.98; number 2, N, carries 0.00

***

Record 3
ORCA calculation (ωB97M-V/def2-TZVPD) on a structure of composition C28H21Br2N3O4S5Ta.

```
! wB97M-V def2-TZVPD RIJCOSX def2/J DEFGRID3
* xyz -1 1
Ta -0.50351 -0.72487 0.27370
S -0.61835 -3.10132 0.34703
S -0.03067 -3.56898 2.30665
S 2.03024 -3.80721 2.12073
S 2.45041 -5.15010 0.66930
C 5.16314 -1.81807 -0.45387
C 4.02691 -2.59465 -0.28545
C 2.77277 -2.03560 -0.48719
C 2.67079 -0.70579 -0.86698
C 3.80399 0.08371 -1.02679
C 5.05036 -0.48022 -0.82104
N 1.35913 -0.13593 -1.03507
N 1.28649 0.80036 -1.85435
C 0.00093 1.34456 -1.98400
C -0.15039 2.39087 -2.89480
C -1.39728 2.95326 -3.06835
C -2.47302 2.44747 -2.33640
C -2.30529 1.40043 -1.44562
C -1.05384 0.81256 -1.23414
H 6.14190 -2.24826 -0.28066
H 4.07532 -3.63088 0.02928
H 1.89428 -2.64657 -0.31929
H 3.69546 1.12855 -1.28012
H 5.93733 0.13156 -0.92741
H 0.71605 2.73461 -3.44588
H -1.54289 3.76771 -3.76557
H -3.45853 2.87885 -2.46922
H -3.17267 1.02862 -0.90985
Br -5.15264 -0.84415 2.20938
C -3.95449 0.59553 2.36993
C -4.34590 1.75400 3.07332
C -3.50571 2.82268 3.17323
Br -4.09047 4.36320 4.11084
C -2.21971 2.80522 2.57593
C -1.28782 3.86626 2.56092
C -0.11229 3.71462 1.88611
C 0.17102 2.49707 1.24048
N -0.65435 1.47997 1.27627
C -1.84558 1.63067 1.90792
C -2.71470 0.51645 1.79363
O -2.26910 -0.52914 1.10970
H -5.32653 1.78477 3.52596
H -1.52250 4.78985 3.07217
H 0.61826 4.50949 1.84542
H 1.10334 2.35852 0.71264
C -2.04981 -2.77193 -4.11693
C -2.92925 -2.34512 -3.12930
C -2.44666 -1.77919 -1.96160
C -1.07211 -1.61916 -1.72722
C -0.20960 -2.08043 -2.72229
C -0.68867 -2.63966 -3.90257
H -2.42303 -3.21517 -5.03182
H -3.99867 -2.45779 -3.26557
H -3.16231 -1.46638 -1.20808
H 0.86391 -2.03250 -2.58971
H 0.01645 -2.98789 -4.64812
C 2.92823 -1.09397 3.28690
S 1.83564 0.10155 2.61639
O 0.89943 0.50833 3.63140
O 2.63562 1.14235 2.01092
O 1.11867 -0.68328 1.51430
H 3.53636 -0.56681 4.01979
H 3.53683 -1.49306 2.47829
H 2.34906 -1.88957 3.74674
*
```

ΔE to the lowest compared entry with this formula, charge and spin   26.0 kcal per mole
HOMO level   -3.389 eV
LUMO   1.2 eV
Kohn-Sham gap   4.56 eV

Löwdin atomic charge list, values in e, 2 entries: number 1, Ta, carries 1.55; number 2, S, carries 0.20

***

Record 4
ORCA calculation (ωB97M-V/def2-TZVPD) on a cluster of 6 separate species, C33H73BrN4O3 in total.

```
! wB97M-V def2-TZVPD RIJCOSX def2/J DEFGRID3
* xyz 2 1
O -0.08077 -0.79756 -1.87789
C -1.28643 -0.82778 -1.22585
O -1.77010 0.26001 -0.76422
O -1.84646 -1.93623 -1.11877
H 0.23056 0.12616 -1.84332
C -1.08291 -3.22870 -5.26947
C 0.14727 -2.60987 -4.61397
C 1.48266 -3.21538 -4.99164
N 2.67003 -2.58127 -4.26818
C 2.77726 -1.09785 -4.49646
C 3.91549 -3.34271 -4.70479
C 4.91544 -3.18955 -3.57327
C 4.08790 -2.99820 -2.28401
C 2.64717 -2.91902 -2.77640
H -1.06116 -3.29701 -6.35924
H -1.94620 -2.58711 -5.07716
H -1.41158 -4.19663 -4.89162
H 0.01017 -2.71412 -3.53214
H 0.15210 -1.52313 -4.70312
H 1.72627 -3.14246 -6.05603
H 1.67251 -4.27604 -4.82450
H 2.29941 -0.91084 -5.45845
H 3.82024 -0.80745 -4.53938
H 2.13660 -0.61573 -3.76637
H 4.22944 -2.86673 -5.63397
H 3.65035 -4.36359 -4.96995
H 5.51141 -2.29307 -3.76856
H 5.69131 -3.94608 -3.48376
H 4.34365 -2.11182 -1.71431
H 4.18237 -3.97093 -1.80440
H 1.91900 -2.29483 -2.25990
H 2.19177 -3.91154 -2.81356
C -1.53336 -4.37039 3.68384
C -2.16220 -2.97180 3.66278
C -3.55030 -2.83696 3.05969
N -3.96676 -1.39327 2.78900
C -5.40184 -1.37655 2.35612
C -3.05930 -0.72207 1.79512
C -2.63221 0.54940 2.45038
C -2.70604 0.31264 3.97461
C -3.88896 -0.63331 4.10559
H -2.10760 -5.06608 4.29405
H -0.50583 -4.38804 4.03716
H -1.55674 -4.75330 2.65811
H -1.43425 -2.21928 3.35984
H -2.27686 -2.76377 4.73540
H -4.31344 -3.20072 3.74422
H -3.66292 -3.36094 2.10965
H -5.83400 -0.40039 2.56185
H -6.03444 -2.01292 2.98119
H -5.49740 -1.73597 1.33648
H -3.52784 -0.58867 0.82233
H -2.17970 -1.33105 1.59593
H -3.24169 1.43812 2.26551
H -1.60710 0.87306 2.26914
H -2.78743 1.21032 4.58094
H -1.82907 -0.23327 4.33448
H -4.82023 -0.11117 4.33421
H -3.87054 -1.32000 4.95251
C 4.21065 3.54816 1.63180
C 4.24193 2.02627 1.51406
C 3.00831 1.29130 2.06896
N 3.19982 -0.19043 2.24784
C 4.33552 -0.63331 3.12832
C 3.34717 -0.92871 0.88144
C 2.07919 -1.66417 0.67315
C 1.57896 -2.05148 2.06253
C 1.88239 -0.72311 2.80718
H 3.99209 3.88397 2.64848
H 3.42877 3.92985 0.97351
H 5.15800 4.00645 1.35932
H 5.12989 1.67913 2.04782
H 4.36004 1.77986 0.45770
H 2.06743 1.47210 1.55186
H 2.80747 1.67425 3.07570
H 4.15431 -1.69474 3.28137
H 4.28567 -0.01839 4.02206
H 5.25488 -0.55610 2.55676
H 4.12581 -1.69322 0.91572
H 3.55874 -0.12946 0.17464
H 2.10698 -2.61449 0.13767
H 1.39893 -1.00309 0.12371
H 2.20051 -2.85640 2.47001
H 0.55939 -2.38199 2.23598
H 2.00029 -0.86113 3.87992
H 1.02669 -0.11340 2.52831
C 0.38667 4.70336 1.85634
C -0.23754 4.46473 0.47954
C -1.57532 3.68799 0.46385
N -2.33378 3.94055 -0.80085
C -1.45361 3.56634 -2.00156
C -2.83232 5.35798 -1.00882
C -3.94206 5.23158 -2.03017
C -4.65189 3.90027 -1.66606
C -3.60883 3.14344 -0.80877
H 0.62085 3.80313 2.42162
H -0.33183 5.30821 2.41810
H 1.27233 5.32921 1.77015
H 0.49027 3.93859 -0.14247
H -0.45396 5.42139 0.00103
H -2.24447 3.98064 1.27250
H -1.32837 2.62832 0.50175
H -2.04486 3.49038 -2.90743
H -1.02160 2.60815 -1.71779
H -0.77509 4.41019 -1.98740
H -2.01611 5.99151 -1.34088
H -3.23316 5.64641 -0.03594
H -3.61779 5.44483 -3.04446
H -4.69989 5.97766 -1.78532
H -4.97655 3.31341 -2.52161
H -5.53533 4.13466 -1.07918
H -3.44292 2.12186 -1.14483
H -3.98536 3.16112 0.21446
Br 2.13597 1.70978 -2.21708
*
```

ΔE to the lowest compared entry with this formula, charge and spin   0.0 kcal per mole
HOMO level   -11.659 eV
LUMO   -3.8 eV
Kohn-Sham gap   7.83 eV

Löwdin atomic charge list, values in e, 2 entries: number 1, O, carries -0.04; number 2, C, carries -0.81

***

Ordered electronic energy results: -491.32555 -1477.09380 -8741.00672 -4319.39981; unit a.u..